Density functional theory data (ωB97M-V with the def2-TZVPD basis set) for a molecular structure, C22H34N2O3 in a non-equilibrium geometry.

Cartesian coordinates (Å):
H -2.6649 -2.4553 0.8516
H 0.1135 0.4928 0.8829
H 7.0599 3.0992 -1.6006
C 0.7778 -0.4218 0.8734
C -7.7887 0.9477 0.4250
H -8.0465 0.4447 2.7149
H 6.3985 -0.5002 -0.9819
C -2.1175 -1.5888 0.3507
C 5.5622 -1.1650 -0.7809
H -5.0343 -1.7002 0.1966
C 5.9386 3.1194 -1.2237
H -0.5293 -2.5234 1.4407
H -0.7158 -3.0790 -0.3079
C -4.9905 -1.1807 -0.7635
H 5.5495 -0.4144 1.8486
H 0.0523 -1.7310 -2.1264
H 8.4707 -1.0044 0.8109
O 6.0708 -1.8017 0.3439
H -6.7834 2.5240 1.7803
C -0.7180 -2.2029 0.5110
C 3.4828 2.1043 -0.3303
N 0.4621 -1.2895 -0.1905
H -6.1117 0.0566 1.1531
H -3.6391 0.3642 -0.2124
H 5.9600 3.6420 -0.1324
H -3.9129 0.0806 -1.8581
H -8.4442 1.0918 -0.2716
H 5.2720 -1.9490 -1.3542
H 1.5571 2.0952 0.4862
C -6.3257 -0.5271 -0.9451
H -5.0649 -2.2095 -1.4512
H 3.0999 -1.7944 0.1832
C -1.3597 -0.0608 -1.4224
H 3.5814 3.1164 -0.1903
H 8.1486 -0.0614 2.0328
C 2.2996 1.5911 0.0718
O 5.7568 1.8431 -0.9548
H -2.0196 -0.6482 1.0319
C 4.6220 1.1779 -0.5615
C 7.7568 -0.4085 1.2762
H -9.6928 1.2914 1.7836
C 2.0349 0.0790 0.4887
H 7.7029 0.3877 0.7731
C -2.5809 -0.9958 -0.7976
C 3.1183 -0.7320 0.0476
H -1.2720 0.8918 -0.9004
H 0.7932 -0.0544 -2.0188
C 4.4176 -0.3395 -0.5953
C -0.0618 -0.8441 -1.2649
C -8.4600 1.2944 1.7551
C -7.6601 2.2700 1.0724
C 6.5466 -1.1503 1.4603
H -1.5596 -0.0580 -2.5065
H 1.1566 -0.7866 1.6657
H 6.5146 -1.9435 2.1855
C -3.8891 -0.3964 -0.8462
N -6.6312 0.0459 0.2910
O -6.9384 -0.4122 -1.8040
H 5.3909 3.2837 -1.9745
H -2.4526 -2.0678 -1.5764
H -8.2026 3.1624 1.1555

As for the multiplicity: 1. The HOMO energy comes out at -7.78 eV. For the gap between HOMO and LUMO, the calculation gives 8.44 eV. Its net charge is 0. The calculation puts the energy above the lowest of the compared OMol25 structures with the same formula, charge and spin at 2068.77 kJ/mol.

=====

Density functional theory data (ωB97M-V with the def2-TZVPD basis set) for a molecular structure, C20H28N8S2Se4W in a non-equilibrium geometry.

Cartesian coordinates (Å):
W 0.7447 0.7483 -1.1887
Se 1.5291 2.7613 -3.2823
C 3.2134 -1.4127 -1.3501
C 3.8605 -0.2472 -1.1724
N -1.0450 -0.4079 -0.9329
C 3.9089 -2.6316 -1.6941
H -2.9646 0.6222 -3.9830
C -4.3630 -1.0477 -2.2956
N -3.2995 -0.3291 -1.5648
H 1.6538 4.2184 2.3117
H -2.7923 -2.2641 0.0369
N 0.4813 0.7341 0.9544
C 1.7323 -1.4261 2.5089
S 1.5137 -1.5594 -1.0846
C 5.2914 -0.1138 -1.3043
C -0.6388 -0.0381 1.3849
H 3.8299 3.0846 1.8549
C 1.2957 3.4132 1.6700
C -0.9220 -2.0277 -3.4359
C -2.3051 -1.6531 0.7964
H 3.4050 2.7677 3.5407
H 3.2586 0.1840 4.3493
C 1.4378 0.9700 1.9348
H -1.7662 -0.1035 -5.0607
H 1.5432 -1.6110 1.4685
N 4.4302 -3.6261 -1.9755
H 1.6304 -0.3284 4.8208
N -1.7233 -0.8460 -3.1293
H -3.0082 1.1245 -0.0591
C 2.1949 0.3409 4.1677
Se 1.2339 0.4580 -3.5880
N 1.9726 2.1757 2.0770
C -2.6494 -1.8100 2.1263
C -2.0287 -0.5377 -1.8618
H 0.2288 3.3234 1.7974
H -2.3548 -1.0592 4.1277
H -4.1336 -0.1613 0.3801
C -1.0473 -0.1237 2.7142
H -3.3976 -2.5475 2.4096
H -1.5742 -2.8113 -3.8314
N 6.4367 0.0322 -1.3814
H 0.9367 -1.8727 3.1090
C 3.3626 2.3700 2.5290
C -2.4798 -0.3105 -4.2602
S 3.0480 1.2071 -0.6950
H 1.5173 3.6774 0.6485
H -4.9231 -0.3739 -2.9416
H -0.1813 -1.7970 -4.1986
N 1.8272 0.0185 2.7764
H -3.2230 -1.0118 -4.6451
H -3.9444 -1.8593 -2.8811
C -1.3470 -0.7142 0.4182
H -0.5700 0.4984 3.4698
H 1.9279 1.3679 4.4085
H 3.9152 1.4375 2.4738
C -3.7844 0.4773 -0.4281
Se -0.8003 2.7375 -0.9250
H -0.4252 -2.3929 -2.5524
C -2.0513 -0.9982 3.0875
Se -0.6408 3.5754 -3.0905
H -5.0448 -1.4702 -1.5599
H 2.6825 -1.8877 2.7809
H -4.6151 1.0868 -0.7805

As for the multiplicity: 1. The HOMO energy (spin up / spin down) comes out at -13.85 / -13.85 eV. For the gap between HOMO and LUMO (spin up / spin down), the calculation gives 5.17 / 5.17 eV. Its net charge is +2. The calculation puts the energy above the lowest of the compared OMol25 structures with the same formula, charge and spin at 76.49 kJ/mol.

=====

Density functional theory data (ωB97M-V with the def2-TZVPD basis set) for a molecular structure, C42H88F6HgN10O14 in a non-equilibrium geometry.

Cartesian coordinates (Å):
C -2.5652 -2.7136 -4.7240
C -2.4283 -5.0852 -0.7708
C 7.2347 0.3704 2.4293
F 0.8970 1.2748 0.4510
H 0.4457 -2.7481 -4.8911
C -0.9354 3.4341 1.2792
H -6.1548 0.9911 0.1739
C 0.4948 -2.7058 -2.1831
H -1.0161 -5.5194 0.6373
C -6.8964 -0.5596 3.1884
H -1.1792 1.6511 -3.0937
H -2.3174 -1.6934 2.9463
H 0.6412 -4.0469 -6.0158
C 2.1988 -0.7378 0.4408
O -2.7403 5.8368 1.9996
Hg 3.5613 -0.0382 -2.2759
C 3.9067 3.1208 -1.2329
H 1.5994 -3.9757 -4.4738
H -2.0543 -6.0050 -4.9644
H 3.0808 -3.4336 -6.3458
H -0.2648 3.6811 3.7771
N -1.9896 -5.3075 0.4881
H -0.3623 -1.2206 -0.9210
H 0.3878 7.2240 -0.8264
H 0.5773 -1.9239 -2.9496
H -2.7173 -5.4171 1.1699
H 1.4098 4.2117 2.0799
C 1.3671 -3.7243 4.2537
C -2.0823 7.8529 0.1079
H -3.1666 7.7777 0.0385
O 3.3606 -0.1332 0.1079
O -1.9446 -4.1724 -6.5322
C 1.1941 -3.4170 -5.3175
H 7.4722 -1.0427 3.9358
N -0.8495 -4.5930 3.7038
C -4.0815 -0.9458 2.2494
H -1.6460 8.5695 -0.5856
O 2.7768 -1.7127 -5.0940
N 1.5365 1.8052 -4.8382
H 3.5562 -3.3513 -0.0315
H -1.6952 6.3750 -1.8295
H -4.2595 -5.1809 -1.8236
H 3.0745 -0.0758 -6.3115
C -4.4755 -0.8861 3.7354
H -1.7832 -2.0269 -4.3999
H 5.7551 0.0950 1.0783
C 1.1034 0.1493 1.1706
H 3.9645 -5.5203 -2.9636
O 3.9931 2.3212 -2.1606
H -7.7835 -1.1736 -0.0923
C -3.3778 0.3329 1.8106
H 3.2969 1.7967 0.1726
N 3.6882 -4.0049 -0.7844
H 1.1544 2.2121 -5.6726
H -3.6654 -0.3453 4.2303
C -6.5460 -0.5203 1.7027
C -1.0470 4.3849 3.4988
H 7.7404 -1.6012 2.3633
F 4.4117 -1.3791 -7.7802
O 1.7241 -1.1604 -0.8372
C -2.1642 -4.0367 -5.3360
H 2.4198 -1.5381 1.1678
O 1.5182 0.7994 -2.8711
H -4.5424 -5.1237 -0.1336
H -8.6124 -0.9639 1.4038
C -0.3209 2.2758 -3.3417
F -0.0944 -0.3990 1.3222
N -5.2741 -1.2181 1.4263
H 4.7664 4.8724 -0.4250
H -0.3590 2.7020 1.8368
H 2.3029 -3.4030 3.8066
H 1.0565 -0.4432 7.3374
C 0.7940 5.1022 1.9545
H -6.1930 1.7121 1.7961
C -7.6611 -1.3029 0.9815
H 0.2849 7.6566 0.8415
C 4.8188 -1.2308 -6.5027
H -2.4355 -2.2058 1.2400
H 5.2178 -4.4320 -3.6461
H 1.4130 -4.6043 4.8951
F 5.8794 -0.4260 -6.5158
F 5.2337 -2.4423 -6.0668
H -0.5649 3.3356 0.2548
H -2.1744 -5.0859 -3.5034
H -2.4505 0.6093 2.3189
H -1.0704 4.8492 -1.0909
C -5.7154 -0.0055 3.9864
C 4.2486 -4.4877 -3.1527
N -2.1501 -5.1074 -4.5201
H -0.9330 -4.5104 4.7029
C -6.5699 0.8944 1.1764
C 7.0061 -1.0451 2.9529
H -5.9811 -0.0627 5.0444
H -3.0685 0.2453 0.7675
H 5.0072 4.7199 -2.2040
O 0.5024 -3.9375 2.0372
H 2.0942 6.0513 0.3842
H 2.4703 1.3978 -4.9438
H -2.7351 5.2733 -0.8981
H 1.3002 -3.4191 -2.3427
C -0.6935 4.7730 2.0390
O 4.0887 -2.3321 -2.1491
H 0.4528 -2.6653 -0.1341
N 3.5893 2.7689 0.0219
N 1.5450 0.3869 7.6224
H 2.7418 1.3323 4.7175
H 3.5503 -4.9879 -0.6292
H -7.6014 1.2611 1.1064
C -2.9910 -2.0420 2.1599
C -3.8816 -4.7281 -0.9047
C 0.1291 6.8158 0.1495
H 5.9818 -1.3917 2.8700
C 4.0401 -3.5495 -2.0037
H -7.8112 -0.0166 3.4219
H 1.9794 -2.3155 -6.9862
H -4.0153 -3.6520 -1.0217
H -1.6186 -4.8226 3.1054
H 3.4046 5.1423 -1.5464
O 2.9551 2.0783 7.2217
H 3.6125 -4.0677 -3.9365
F 1.6240 0.5514 2.3492
C 0.5030 -1.8829 -0.8990
H 0.9900 4.8974 -0.1422
H -1.9659 8.4427 1.0303
H -0.9443 5.2739 4.1279
O -1.6787 -5.2041 -1.7308
O 8.1648 1.0334 2.8535
H 1.0664 1.8035 5.0234
H 3.6174 3.4573 0.7505
H -0.5883 2.8915 -4.1970
H -2.0736 4.0608 3.6309
C -1.3813 6.5064 0.2900
H -3.9767 1.2376 1.9347
H 1.1190 -2.8232 4.8232
H -3.3604 -3.0147 2.5002
C 4.3222 4.5803 -1.3743
H -7.0213 -1.5842 3.5496
H -1.9860 3.1803 1.1277
C -1.7335 5.7072 -0.9743
H -4.6010 -1.8741 4.1806
O 3.9744 0.0870 -4.5576
O -5.0181 -1.4424 0.2110
H -3.1304 -2.9177 -3.8109
H -5.4059 1.0177 3.7740
H 1.0345 5.8367 2.7300
H -0.0824 2.8255 -2.4315
H 6.5868 1.5841 0.8498
H -3.1974 -2.2071 -5.4500
C 3.6527 -0.6959 -5.5962
H 1.9157 0.3380 8.5594
C 0.9271 1.5015 -3.6820
C 2.3433 -2.6920 -6.0212
H -7.6460 -2.3723 1.1991
C 1.0849 5.7010 0.6036
N 6.4619 0.7462 1.3883
H 1.7035 0.0792 5.0311
C 0.3093 -4.0681 3.2354
H -0.4515 -3.2130 -2.3631
C 1.8573 1.1218 5.3217
N -1.5300 5.8841 1.6077
C 2.2122 1.2227 6.7849

As for the multiplicity: 3. The HOMO energy (spin up / spin down) comes out at -8.38 / -8.50 eV. For the gap between HOMO and LUMO (spin up / spin down), the calculation gives 8.12 / 8.24 eV. Its net charge is 0.

=====

Density functional theory data (ωB97M-V with the def2-TZVPD basis set) for a molecular structure, C31H17Cl5GeN2PtS2 in a non-equilibrium geometry.

Cartesian coordinates (Å):
H 3.2160 1.7246 -1.0480
C -2.3916 -0.5214 3.0689
C 2.6067 2.3831 -0.4411
Cl -5.6609 0.8098 4.8723
C -4.2653 0.0345 4.2617
C 2.2523 -2.1643 1.2538
C 1.0619 4.1397 1.0612
C -2.1338 -1.3385 -4.5404
H 0.5708 1.1349 -2.7218
C -2.7880 0.1545 -6.4006
C -2.5162 -0.0655 -5.0066
H 4.4077 -1.9068 1.1609
C -1.8630 -1.4930 -3.1913
C 1.8005 -3.9840 -0.1503
H -2.9284 1.9595 -4.4896
C 2.3078 -3.6443 1.0434
C 2.7630 0.3519 3.2402
Cl 0.3828 -0.3154 2.1129
H 0.4467 4.8119 1.6442
C 3.0314 3.6893 -0.2326
C 1.4202 1.9192 0.1183
H 2.7156 -4.3171 1.7840
C -2.6272 0.9874 -4.1230
C -2.0133 -2.4577 -5.4263
Cl -1.5611 -2.8439 4.3792
H -0.0807 0.9472 1.2664
N -3.0024 0.3466 -7.5131
C -1.3820 -0.2697 2.2049
C 1.7310 -1.6601 -0.1989
C 0.6615 2.8189 0.8932
C -1.9551 -0.4270 -2.2990
H 2.1477 0.3641 -2.5007
C 1.0732 0.2464 -2.3396
H -1.5615 -2.4653 -2.8215
H 1.6852 -4.9879 -0.5323
Ge 0.8100 0.0315 -0.3891
C 0.9505 -1.9044 1.9044
C 1.4103 -2.7887 -0.8719
H 0.7614 -0.6327 -2.9022
Cl -3.6937 1.8993 2.3491
C -2.5840 -1.5001 4.1236
H 3.9733 4.0166 -0.6555
Pt -1.5222 1.4890 0.2549
S -2.5430 2.2195 -1.7309
H 2.5834 5.5947 0.6521
H 0.9548 -2.8068 -1.8552
S -1.5817 -0.7782 -0.6141
C 1.4519 0.6547 3.2606
C 3.5221 -1.4907 1.6332
C -3.7069 -1.1902 4.8141
H 3.3047 1.0039 3.9271
C 2.2543 4.5738 0.5046
N -1.9174 -3.3695 -6.1207
H 4.7355 -0.2191 2.6731
C 3.6969 -0.4838 2.4937
Cl -4.3937 -2.0559 6.1163
C -2.3516 0.8408 -2.7511
H -0.1703 2.5015 1.5737
C -3.4962 0.4333 3.2219

As for the multiplicity: 2. The HOMO energy (spin up / spin down) comes out at -4.16 / -4.16 eV. For the gap between HOMO and LUMO (spin up / spin down), the calculation gives 5.10 / 5.01 eV. Its net charge is -1. The calculation puts the energy above the lowest of the compared OMol25 structures with the same formula, charge and spin at 2130.73 kJ/mol.

=====

Density functional theory data (ωB97M-V with the def2-TZVPD basis set) for C13H13N3O3S in the gas phase in a non-equilibrium geometry.

Cartesian coordinates (Å):
C -1.1631 3.3985 4.1535
H 0.8804 -2.4801 -6.1287
C -2.3864 1.3568 1.4909
S 0.0720 -1.8246 -3.2187
H -0.6057 4.3318 3.9756
H 2.6272 0.2026 -0.6433
C 0.8535 -1.4114 -5.9222
O -2.1028 3.2039 3.1188
H -2.2974 -0.4050 0.2877
C -0.0428 -1.7604 -0.2342
C -0.6662 1.4665 3.1816
C -0.1889 -1.7372 1.2724
C -0.1217 0.2660 2.7982
H 1.4616 0.3968 0.6892
C 1.1566 -1.0062 -2.1245
H 2.5534 -1.0120 0.6482
H -3.2470 1.7740 0.9969
O -0.2637 2.3098 4.1810
H 0.7363 -0.1392 3.3093
N 2.1144 -0.3632 -2.7089
C -0.7312 -0.4063 1.7336
H -0.9006 -2.5265 1.5274
O -0.8185 -2.3618 -0.9511
H 1.6149 -0.9082 -6.5116
N 0.9976 -1.0443 -0.7595
N 2.0759 -0.4571 -4.0337
C -1.8409 0.1362 1.1021
C 1.1036 -1.1626 -4.4862
H -0.1300 -1.0377 -6.2027
C 1.9649 -0.3211 0.0426
C -1.7802 2.0077 2.5373
H 0.7620 -1.9532 1.7585
H -1.6872 3.4677 5.1203

As for the multiplicity: 1. The HOMO energy comes out at -8.36 eV. For the gap between HOMO and LUMO, the calculation gives 9.03 eV. Its net charge is 0. The calculation puts the energy above the lowest of the compared OMol25 structures with the same formula, charge and spin at 137.91 kJ/mol.

=====

Density functional theory data (ωB97M-V with the def2-TZVPD basis set) for C2H5NO2S in the gas phase in a non-equilibrium geometry.

Cartesian coordinates (Å):
H -1.6799 -0.2241 0.4555
C 0.0035 -1.0440 0.0211
H -1.0194 0.8441 -0.7841
N 2.2381 -0.2557 -0.6994
O 1.9435 -0.3840 1.7966
C -0.7139 0.2092 0.1360
H 2.1480 0.7828 -0.4656
O 2.2410 -2.5141 0.7585
S 1.8288 -1.1544 0.6195
H -0.2688 0.6064 1.1268
H -0.0765 -1.5721 -0.9598

As for the multiplicity: 3. The HOMO energy (spin up / spin down) comes out at -9.08 / -10.86 eV. For the gap between HOMO and LUMO (spin up / spin down), the calculation gives 9.69 / 7.52 eV. Its net charge is 0. The calculation puts the energy above the lowest of the compared OMol25 structures with the same formula, charge and spin at 191.37 kJ/mol.

=====

Density functional theory data (ωB97M-V with the def2-TZVPD basis set) for 2 unconnected molecules or ions with the total composition C3H11N3 in a non-equilibrium geometry.

Cartesian coordinates (Å):
H 1.9646 -0.0838 0.2598
N -1.7115 -0.0696 -2.2223
H -2.5082 -1.6347 -3.4018
N 2.5151 0.6955 2.2248
H -0.2243 -0.0970 -0.5490
H -1.5252 0.0388 0.5061
H -0.8379 -0.6786 -2.0265
C -2.4714 -0.5541 -3.1474
H 0.3136 1.4735 1.1702
N -0.5745 -0.3501 0.3444
H -0.1698 0.2424 2.3610
H 3.4657 0.3337 2.1786
H 2.6066 1.6284 1.8191
C 1.6697 -0.1422 1.3432
C 0.2575 0.3502 1.3565
H 1.7309 -1.1560 1.6494
H -3.1546 0.0790 -3.7091

As for the multiplicity: 1. The HOMO energy comes out at -9.24 eV. For the gap between HOMO and LUMO, the calculation gives 10.22 eV. Its net charge is 0. The calculation puts the energy above the lowest of the compared OMol25 structures with the same formula, charge and spin at 207.92 kJ/mol.